1.
The following is a DFT calculation (ωB97M-V/def2-TZVPD) of a 2-piece molecular cluster, C4H12NO3 overall at a distorted geometry.

Calculated values
Largest force on an atom = 1.276 eV/A
Energy relative to the best compared isomer or geometry (same formula, charge and spin) = 1.0922 eV
LUMO = -0.1199 Eh
Calculated total energy = -439.83440 a.u.
Frontier orbital gap = 11.354 eV
Net charge = +1

Geometry (Å):
1 O -0.5124 0.3242 2.7954
2 C -0.7301 0.5977 1.6403
3 C -0.0464 -0.1875 0.5575
4 C 1.0517 0.6863 -0.0958
5 C 0.4903 1.8635 -0.8379
6 O 1.7634 -0.2135 -0.9592
7 N 0.6099 -1.3629 1.1652
8 H -1.3702 1.4459 1.3572
9 H -0.7084 -0.5347 -0.2311
10 H 1.7937 0.9064 0.6751
11 H 1.2650 2.3049 -1.4559
12 H -0.2788 1.5348 -1.5483
13 H 0.1095 2.6697 -0.2146
14 H 1.5203 -0.0650 -1.8833
15 H 0.0175 -2.1936 1.1329
16 H 0.8576 -1.1893 2.1447
17 H 1.4721 -1.5349 0.6380
18 H -2.8155 -0.9878 -1.6713
19 H -2.2883 -2.4124 -1.8979
20 O -2.2008 -1.6517 -1.3110

Cartesian forces (eV/Å) of the 2 atoms listed first:
O -0.11 0.13 -0.24
C -0.06 -0.20 0.82



2.
The following is a DFT calculation (ωB97M-V/def2-TZVPD) of C8H7NO4 as an isolated structure at a distorted geometry.

Calculated values
Largest force on an atom = 10.395 eV/A
Energy relative to the best compared isomer or geometry (same formula, charge and spin) = 8.1422 eV
LUMO = -0.0057 Eh
Calculated total energy = -664.42750 a.u.
Frontier orbital gap = 7.987 eV
Net charge = 0

Geometry (Å):
1 C 1.6937 -0.3006 -0.0180
2 C 1.8495 -0.3546 1.4104
3 C 0.6778 -0.2162 2.1798
4 C -0.5547 0.1238 1.7502
5 C -2.5764 0.2027 1.0351
6 C -0.5622 0.5390 0.4450
7 C 0.5960 0.2813 -0.3067
8 C 0.3831 0.7572 -1.6926
9 H 3.0607 -1.6273 -1.0055
10 H 2.7668 -0.3862 2.0867
11 H 1.0475 -0.2105 3.3677
12 H -2.8724 -0.8742 0.7802
13 H -3.2014 0.9771 1.3623
14 H -0.0233 2.0974 -1.9656
15 H 1.5561 1.0619 -2.0029
16 N -0.2590 0.0062 -2.8865
17 O 2.6124 -0.4858 -0.9222
18 O -1.8091 0.0184 2.2068
19 O -1.8452 0.7671 0.1507
20 O -0.1535 -1.2093 -2.8400

Cartesian forces (eV/Å) of the 2 atoms listed first:
C 3.69 -1.63 6.15
C -0.26 -0.24 0.98



3.
The following is a DFT calculation (ωB97M-V/def2-TZVPD) of C18H14N3O6Pd as an isolated structure.

Calculated values
Largest force on an atom = 0.943 eV/A
2S+1 = 3
Energy relative to the best compared isomer or geometry (same formula, charge and spin) = 0.2560 eV
LUMO (alpha / beta) = 0.0762 / 0.0566 Eh
Calculated total energy = -1438.06231 a.u.
Frontier orbital gap (alpha / beta) = 7.283 / 6.752 eV
Net charge = -1

Geometry (Å):
1 Pd -0.2815 -0.0392 -0.2663
2 O -1.2126 -3.1203 5.9948
3 C -0.7807 -1.9602 5.8844
4 O -0.3065 -1.1814 6.7352
5 C -0.6524 -1.4572 4.4237
6 C -0.1191 -0.1986 4.1620
7 C 0.0122 0.2275 2.8575
8 N -0.3442 -0.5452 1.8274
9 C -0.8632 -1.7588 2.0564
10 C -1.0441 -2.2373 3.3421
11 C -1.1723 -2.5898 0.8188
12 O -1.8419 -3.5997 0.9246
13 O -0.6507 -2.1360 -0.2820
14 H 0.1841 0.4140 5.0000
15 H 0.4109 1.2028 2.6044
16 H -1.4704 -3.2174 3.4996
17 O -0.9453 0.9369 -2.2420
18 C -1.1565 2.0075 -1.6125
19 O -0.8286 2.1409 -0.3977
20 C -1.8145 3.1550 -2.3164
21 C -2.1963 4.2855 -1.6034
22 C -2.8113 5.3430 -2.2575
23 C -3.0385 5.2752 -3.6264
24 C -2.6545 4.1472 -4.3397
25 C -2.0470 3.0861 -3.6846
26 H -2.0037 4.3167 -0.5394
27 H -3.1146 6.2202 -1.7001
28 H -3.5183 6.1013 -4.1370
29 H -2.8339 4.0931 -5.4061
30 H -1.7521 2.1913 -4.2162
31 C 2.5203 -2.0781 0.5242
32 C 2.7257 -0.8689 -0.3132
33 N 1.8357 0.0558 -0.6122
34 C 2.4582 0.9969 -1.4020
35 C 3.7518 0.6393 -1.5829
36 N 3.9065 -0.5416 -0.8857
37 H 1.4624 -2.1893 0.7343
38 H 3.0700 -1.9994 1.4638
39 H 2.8530 -2.9734 -0.0025
40 H 1.9247 1.8543 -1.7735
41 H 4.5573 1.0999 -2.1251
42 H 4.7483 -1.0841 -0.8155

Cartesian forces (eV/Å) of the 2 atoms listed first:
Pd -0.43 -0.08 0.20
O -0.29 0.16 0.04



4.
The following is a DFT calculation (ωB97M-V/def2-TZVPD) of a 2-piece molecular cluster, CH6SSi overall at a distorted geometry.

Calculated values
Largest force on an atom = 3.447 eV/A
2S+1 = 3
Energy relative to the best compared isomer or geometry (same formula, charge and spin) = 0.7208 eV
LUMO (alpha / beta) = 0.0334 / -0.0578 Eh
Calculated total energy = -729.18925 a.u.
Frontier orbital gap (alpha / beta) = 6.979 / 8.153 eV
Net charge = 0

Geometry (Å):
1 C 2.9670 0.4714 0.0310
2 Si 1.2052 0.2469 0.2284
3 S -3.4312 -0.6417 -0.3245
4 H 3.4635 1.4284 -0.0876
5 H 3.6843 -0.3275 -0.0857
6 H -4.3921 -0.1274 0.5624
7 H 0.4494 -0.7948 0.9407
8 H 0.2793 1.3007 -0.4976
9 H -4.2255 -1.5560 -0.7671

Cartesian forces (eV/Å) of the 2 atoms listed first:
C 2.06 0.06 -0.16
Si -3.14 1.23 -0.71



5.
The following is a DFT calculation (ωB97M-V/def2-TZVPD) of an isolated molecule of C5H5N3O at a distorted geometry.

Calculated values
Largest force on an atom = 2.543 eV/A
SMILES = [H]/N=c1\cc(O)ccnn1
Energy relative to the best compared isomer or geometry (same formula, charge and spin) = 3.1870 eV
LUMO = -0.0161 Eh
Calculated total energy = -432.92663 a.u.
Frontier orbital gap = 8.543 eV
Net charge = 0

Geometry (Å):
1 H -1.4488 -2.1933 1.2093
2 N -1.9142 -1.4692 0.6509
3 C -1.0962 -0.8277 -0.0681
4 C 0.2983 -1.0912 -0.1831
5 C 1.3479 -0.2275 0.0079
6 O 2.6086 -0.5698 -0.2527
7 C 1.0720 1.1095 0.4833
8 C -0.1556 1.7030 0.4403
9 N -1.2086 1.4421 -0.4611
10 N -1.6058 0.3054 -0.8094
11 H 0.5730 -2.1245 -0.1890
12 H 2.6556 -1.4660 -0.5949
13 H 1.9028 1.7071 0.9365
14 H -0.2505 2.6903 0.9160

Cartesian forces (eV/Å) of the 2 atoms listed first:
H -0.05 0.20 -0.38
N -0.45 -0.02 -0.04



6.
The following is a DFT calculation (ωB97M-V/def2-TZVPD) of a 2-piece molecular cluster, C6H9N2O overall at a distorted geometry.

Calculated values
Largest force on an atom = 4.687 eV/A
Energy relative to the best compared isomer or geometry (same formula, charge and spin) = 4.8119 eV
LUMO = -0.1740 Eh
Calculated total energy = -418.33660 a.u.
Frontier orbital gap = 8.057 eV
Net charge = +1

Geometry (Å):
1 C -1.8493 -0.6082 0.1065
2 C -1.0466 0.4578 0.0210
3 C 1.7468 1.4132 -0.4692
4 C -3.2880 -0.5339 0.4569
5 C 2.1551 -1.1801 -0.3016
6 C 2.5552 0.3204 -0.1576
7 N -0.8350 2.8263 0.1722
8 N -1.1894 1.7451 0.1339
9 O 1.2775 2.3985 -0.7524
10 H -1.3787 -1.5028 -0.1634
11 H -3.5153 0.5425 0.7174
12 H -3.3822 -1.2200 1.3896
13 H -4.0471 -0.7822 -0.3006
14 H 2.2597 -1.4036 -1.4443
15 H 2.8837 -1.7501 0.1229
16 H 1.2787 -1.5394 0.1744
17 H 3.5726 0.4451 -0.6543
18 H 2.8024 0.3715 0.9488

Cartesian forces (eV/Å) of the 2 atoms listed first:
C -0.42 2.40 -0.64
C 0.88 -1.43 -0.35



7.
The following is a DFT calculation (ωB97M-V/def2-TZVPD) of an isolated molecule of C24H25N3O2.

Calculated values
Largest force on an atom = 0.557 eV/A
SMILES = O=C(CN1CCN(c2ccccc2)CC1)Nc1ccc(Oc2ccccc2)cc1
Energy relative to the best compared isomer or geometry (same formula, charge and spin) = 1.7344 eV
LUMO = 0.0185 Eh
Calculated total energy = -1244.29508 a.u.
Frontier orbital gap = 7.810 eV
Net charge = 0

Geometry (Å):
1 O -0.4275 -0.7669 0.1294
2 C -0.2475 -1.9505 -0.0506
3 C -1.3833 -2.9627 -0.2812
4 N -2.7199 -2.4308 -0.3455
5 C -3.2153 -1.9149 0.9201
6 C -4.5649 -1.2386 0.7027
7 N -4.4072 -0.0720 -0.1352
8 C -5.1546 1.0618 0.0547
9 C -4.7192 2.3120 -0.4051
10 C -5.4944 3.4406 -0.2301
11 C -6.7190 3.3697 0.4117
12 C -7.1607 2.1413 0.8732
13 C -6.3998 1.0036 0.6963
14 C -3.2680 -0.0946 -1.0250
15 C -2.9978 -1.5350 -1.4615
16 N 0.9742 -2.5529 -0.0740
17 C 2.2436 -1.9808 0.0891
18 C 2.4343 -0.6332 0.3770
19 C 3.7109 -0.1261 0.5208
20 C 4.8194 -0.9523 0.3700
21 O 6.1072 -0.5274 0.5558
22 C 6.4699 0.7538 0.2264
23 C 5.9336 1.4391 -0.8585
24 C 6.3960 2.7061 -1.1642
25 C 7.3934 3.2934 -0.4049
26 C 7.9387 2.6016 0.6641
27 C 7.4816 1.3372 0.9828
28 C 4.6304 -2.3044 0.0970
29 C 3.3553 -2.8111 -0.0394
30 H -1.3545 -3.6930 0.5359
31 H -1.1862 -3.4959 -1.2180
32 H -2.5243 -1.1951 1.3813
33 H -3.3377 -2.7617 1.6045
34 H -5.2576 -1.9625 0.2484
35 H -4.9656 -0.9382 1.6748
36 H -3.7585 2.4080 -0.8856
37 H -5.1302 4.3917 -0.5926
38 H -7.3193 4.2562 0.5494
39 H -8.1172 2.0643 1.3710
40 H -6.7858 0.0570 1.0421
41 H -3.4976 0.4996 -1.9140
42 H -2.3659 0.3143 -0.5505
43 H -2.1608 -1.5412 -2.1625
44 H -3.8840 -1.9156 -1.9865
45 H 0.9881 -3.5495 -0.2439
46 H 1.5824 0.0147 0.4922
47 H 3.8468 0.9178 0.7610
48 H 5.1658 0.9767 -1.4616
49 H 5.9746 3.2341 -2.0067
50 H 7.7477 4.2834 -0.6484
51 H 8.7219 3.0502 1.2567
52 H 7.8960 0.7841 1.8111
53 H 5.4937 -2.9433 -0.0011
54 H 3.2189 -3.8623 -0.2525

Cartesian forces (eV/Å) of the 2 atoms listed first:
O -0.05 0.22 0.01
C -0.08 -0.47 -0.08



8.
The following is a DFT calculation (ωB97M-V/def2-TZVPD) of a 8-piece molecular cluster, C27H45N8O12 overall at a distorted geometry.

Calculated values
Largest force on an atom = 12.920 eV/A
Energy relative to the best compared isomer or geometry (same formula, charge and spin) = 3.3692 eV
LUMO = 0.0331 Eh
Calculated total energy = -2395.87508 a.u.
Frontier orbital gap = 7.556 eV
Net charge = -1

Geometry (Å):
1 N -24.0851 18.9509 62.1224
2 O -25.1003 18.6659 62.9008
3 O -23.0117 19.3431 62.7403
4 O -24.1410 18.7550 60.9276
5 C -23.7607 21.8877 64.6086
6 C -25.2825 21.6694 64.7903
7 C -26.1798 22.9524 64.8059
8 C -25.7178 24.3418 64.6552
9 C -24.1445 24.5212 64.4876
10 C -23.2319 23.2460 64.5052
11 N -26.5034 25.5373 64.6321
12 O -27.7211 25.3622 65.1306
13 O -26.0950 26.5559 64.0418
14 H -23.0265 21.0618 64.8407
15 H -25.6660 20.6649 64.9016
16 H -27.1984 22.7405 64.8522
17 H -23.6158 25.3560 64.4304
18 H -22.1593 23.2974 64.5110
19 C -26.7899 17.7703 58.7578
20 C -27.1785 17.4716 57.3359
21 C -28.7818 17.2181 57.0859
22 C -29.6159 17.7077 58.3818
23 C -29.0417 17.9332 59.7147
24 C -27.4474 17.8877 59.9810
25 N -31.1546 17.7799 58.1435
26 O -31.6306 18.1241 57.1131
27 O -31.7923 17.6882 59.1558
28 H -25.8240 18.1602 58.7581
29 H -26.4458 17.4876 56.5182
30 H -29.1468 17.0217 56.0389
31 H -29.5574 18.1292 60.6575
32 H -26.9259 18.2818 60.9196
33 C -25.9061 23.8463 60.9126
34 O -25.8699 25.0605 60.4575
35 N -26.3921 22.8251 60.0978
36 C -26.3939 21.5385 60.5667
37 C -26.9785 23.1675 58.7998
38 H -25.3349 23.5197 61.8920
39 H -26.5134 21.2699 61.5810
40 H -25.3238 21.2197 60.4216
41 H -27.3666 20.8039 60.0378
42 H -26.4587 23.6842 58.0788
43 H -27.9968 23.6086 58.8148
44 H -27.2075 22.1351 58.2068
45 C -20.7240 24.2696 61.5882
46 O -21.7603 24.9755 61.7420
47 N -20.8202 22.9763 61.2040
48 C -19.6266 22.1436 61.1068
49 C -22.0719 22.2967 60.8367
50 H -19.6715 24.6891 61.8953
51 H -18.7746 22.3414 61.5460
52 H -19.3629 22.2831 60.0500
53 H -19.7816 20.9956 61.3856
54 H -21.9664 21.3143 61.4188
55 H -22.2725 22.2209 59.7909
56 H -22.6371 22.9084 61.4987
57 C -22.6165 17.4699 65.7573
58 O -21.4832 17.1981 65.7526
59 N -23.2831 17.4752 66.8336
60 C -24.7551 17.5812 66.8396
61 C -22.7193 16.9074 68.1765
62 H -23.2157 17.4722 64.6843
63 H -25.0783 17.0946 67.6887
64 H -25.2163 17.5732 65.8790
65 H -25.0483 18.6899 66.9842
66 H -22.7161 15.9293 68.1606
67 H -23.4299 17.1428 69.1264
68 H -21.5996 17.3136 68.4421
69 C -25.1932 15.0097 62.9431
70 O -25.9031 14.2816 63.7163
71 N -24.2790 14.3052 62.1572
72 C -23.3104 15.0760 61.4421
73 C -24.3043 12.9098 61.9340
74 H -25.2113 16.1318 63.1224
75 H -22.7104 14.4762 61.1572
76 H -22.7650 15.7622 62.3239
77 H -23.7605 15.7595 60.7654
78 H -25.0888 12.5318 61.2413
79 H -24.5292 12.3778 62.8875
80 H -23.2863 12.4249 61.6149
81 C -19.8961 16.8030 62.4679
82 O -19.1459 16.0363 63.0727
83 N -19.9150 16.8953 61.0869
84 C -20.9736 17.6233 60.4656
85 C -18.8644 16.2267 60.2402
86 H -20.6006 17.5746 63.1143
87 H -20.8945 17.8566 59.5757
88 H -20.9187 18.5570 60.8587
89 H -21.9763 17.1719 60.3260
90 H -18.1537 15.8612 61.2674
91 H -18.1777 16.8717 59.7019
92 H -19.1896 15.3885 59.7442

Cartesian forces (eV/Å) of the 2 atoms listed first:
N 0.30 -0.47 4.41
O 1.24 0.55 -1.72